Below is a 3-piece molecular cluster, C11H30N3O8P2 overall in a non-equilibrium geometry, with properties calculated with the ωB97M-V functional and the def2-TZVPD basis.

Geometry as ORCA input:
```
! wB97M-V def2-TZVPD RIJCOSX def2/J DEFGRID3
* xyz 1 1
P 3.465 2.429 3.177
P -5.216 -0.537 -1.664
O -6.091 0.707 -2.090
O 2.949 3.667 2.356
O -6.229 -1.745 -1.501
O 3.285 1.118 2.537
O 4.964 2.848 3.457
O -4.316 -0.325 -0.527
O 2.711 2.604 4.560
O -4.509 -0.890 -3.030
N 0.176 -2.249 -1.065
N 1.675 -0.939 -2.122
N 0.861 -2.809 -3.254
C -0.197 -0.830 -0.796
C 3.811 -2.193 -1.694
C 3.084 1.758 5.653
C 5.948 1.846 3.748
C 1.134 -0.083 -1.064
C 3.135 -1.003 -2.352
C 0.942 -2.024 -2.239
C -6.519 1.653 -1.098
C 1.753 3.514 1.586
C -7.200 -1.681 -0.450
C -3.350 -1.714 -2.972
H -6.068 1.455 -0.127
H -3.438 -2.499 -3.721
H 1.098 4.360 1.783
H -7.604 1.605 -1.014
H -3.220 -2.167 -1.988
H 5.551 0.840 3.623
H 0.938 -2.414 -0.398
H 6.787 1.984 3.071
H -6.230 2.648 -1.427
H 1.431 -2.718 -4.084
H 1.717 -0.162 -0.152
H 3.541 -0.112 -1.907
H 2.240 1.699 6.333
H -2.480 -1.095 -3.202
H -0.893 -0.605 -1.587
H -0.606 -0.783 0.195
H 0.230 -3.597 -3.186
H 0.876 0.906 -1.394
H -6.788 -1.210 0.443
H 2.020 3.507 0.530
H 6.290 1.978 4.773
H 3.935 2.192 6.179
H -8.074 -1.126 -0.792
H 3.264 -3.126 -1.793
H 4.756 -2.344 -2.192
H -7.497 -2.697 -0.208
H 4.034 -2.026 -0.651
H 3.334 0.753 5.310
H 1.230 2.590 1.833
H 3.360 -0.962 -3.410
*
```

Computed properties:
HOMO energy: -12.580 eV
HOMO-LUMO gap: 9.51 eV
largest force on an atom: 2.11 eV Å⁻¹
energy above the lowest of the compared OMol25 structures with the same formula, charge and spin: 0.477 eV

Mulliken atomic charge list, values in e, 5 entries:
1 P 1.01
2 P 1.05
3 O -0.33
4 O -0.35
5 O -0.32